{
  "formula": "CH3O5S",
  "method": "ωB97M-V/def2-TZVPD",
  "charge": -1,
  "de_lowest_kj_mol": 22.2,
  "gap_ev": 9.25,
  "symbols": ["C", "O", "O", "O", "O", "O", "S", "H", "H", "H"],
  "xyz": [[-1.070, 0.145, -1.719], [2.720, -0.133, 0.824], [-1.914, -0.498, 2.084], [-1.698, 0.347, -0.638], [0.046, -0.339, -1.874], [0.158, 0.677, 1.555], [-0.809, -0.368, 1.145], [-1.757, 0.479, -2.727], [2.468, -0.660, 0.092], [1.856, 0.350, 1.257]]
}

=====

{
  "formula": "CH45O19P2",
  "method": "ωB97M-V/def2-TZVPD",
  "charge": -1,
  "gap_ev": 4.19,
  "symbols": ["C", "P", "O", "P", "H", "H", "H", "H", "H", "H", "H", "H", "H", "O", "H", "H", "O", "H", "H", "O", "H", "H", "O", "H", "H", "O", "H", "H", "O", "H", "H", "O", "H", "H", "O", "H", "H", "O", "H", "H", "O", "H", "H", "O", "H", "H", "O", "H", "H", "O", "H", "H", "O", "H", "H", "O", "H", "H", "O", "H", "H", "O", "H", "H", "O", "H", "H"],
  "xyz": [[1.510, 0.022, -0.103], [0.646, -1.474, 0.492], [1.088, -2.650, -0.671], [-1.596, -0.966, -0.044], [1.000, 0.445, -0.983], [1.470, 0.734, 0.722], [2.542, -0.208, -0.372], [1.254, -3.451, -0.169], [-1.245, 0.413, 0.351], [-1.994, -1.295, 1.333], [-1.813, -2.357, -0.463], [-1.154, -0.617, -1.462], [-2.968, -0.593, -0.372], [0.050, -3.160, -3.341], [0.954, -3.409, -3.128], [-0.210, -2.655, -2.552], [3.691, -0.489, 2.438], [4.270, -0.167, 1.739], [3.131, -1.158, 2.003], [2.612, -2.189, 4.803], [2.605, -1.628, 4.018], [3.548, -2.249, 5.015], [3.184, 1.693, -2.283], [3.960, 1.951, -2.788], [2.421, 1.921, -2.824], [2.242, 2.320, 3.358], [2.756, 1.545, 3.095], [1.462, 2.282, 2.791], [3.636, 2.162, 0.671], [4.004, 3.036, 0.827], [3.194, 2.216, -0.187], [-0.786, 2.789, -0.044], [0.066, 2.963, -0.460], [-1.445, 3.119, -0.661], [1.058, 4.978, -0.805], [0.344, 5.237, -0.214], [0.840, 5.338, -1.672], [-1.708, -4.929, -0.796], [-1.105, -4.635, -1.487], [-2.353, -5.491, -1.241], [3.029, 4.144, 5.915], [3.257, 3.485, 6.577], [2.521, 3.643, 5.258], [-4.522, -5.647, -1.081], [-4.884, -6.242, -0.420], [-4.886, -4.774, -0.878], [-4.615, -2.647, 0.540], [-3.687, -2.750, 0.806], [-5.007, -2.102, 1.226], [-0.617, -1.666, 3.446], [0.275, -1.888, 3.730], [-0.906, -0.972, 4.045], [-0.556, 1.398, 3.070], [-1.230, 1.678, 3.695], [-0.934, 1.567, 2.193], [-5.013, -2.938, -2.372], [-4.106, -3.087, -2.062], [-5.388, -2.436, -1.638], [1.828, 5.441, -3.525], [1.953, 6.022, -4.282], [2.711, 5.226, -3.207], [-1.349, 5.825, -4.250], [-1.268, 6.402, -5.015], [-0.447, 5.623, -3.981], [-2.482, -4.499, -3.838], [-1.648, -4.151, -4.179], [-3.188, -4.048, -4.308]]
}

=====

{
  "formula": "CH4BBr",
  "method": "ωB97M-V/def2-TZVPD",
  "de_lowest_kj_mol": 300.6,
  "gap_ev": 8.26,
  "symbols": ["B", "C", "Br", "H", "H", "H", "H"],
  "xyz": [[0.013, -0.114, 0.584], [0.022, 0.175, -0.993], [0.806, -1.206, 2.995], [-0.900, 0.412, 1.191], [-0.986, 0.583, -1.130], [0.804, 0.898, -1.139], [0.240, -0.747, -1.509]]
}

=====

{
  "formula": "CH4BNO2",
  "method": "ωB97M-V/def2-TZVPD",
  "de_lowest_kj_mol": 182.7,
  "smiles": "BO[N+](=C)[O-]",
  "gap_ev": 10.50,
  "symbols": ["B", "O", "N", "C", "O", "H", "H", "H", "H"],
  "xyz": [[1.012, 1.202, -0.264], [0.046, 0.802, 0.545], [-0.908, -0.207, 0.074], [-0.467, -1.379, 0.319], [-1.873, 0.183, -0.467], [1.849, 2.051, 0.319], [1.111, 0.939, -1.400], [0.358, -1.428, 1.055], [-1.127, -2.163, -0.181]]
}

=====

{
  "formula": "CH4Br2Si",
  "method": "ωB97M-V/def2-TZVPD",
  "de_lowest_kj_mol": 578.2,
  "gap_ev": [9.60, 4.51],
  "symbols": ["C", "Si", "Br", "Br", "H", "H", "H", "H"],
  "xyz": [[1.034, -1.344, -0.333], [-0.253, -0.027, -0.283], [4.037, 1.151, 0.114], [0.863, -3.094, -0.062], [2.150, -1.188, -0.624], [-1.433, -0.668, -0.624], [-0.140, 0.880, -1.617], [0.141, 1.018, 0.682]]
}

=====

{
  "formula": "CH4BrClSi",
  "method": "ωB97M-V/def2-TZVPD",
  "de_lowest_kj_mol": 453.4,
  "smiles": "[SiH2]=CBr.Cl",
  "gap_ev": 7.60,
  "symbols": ["Si", "C", "Br", "H", "H", "H", "Cl", "H"],
  "xyz": [[-0.094, -0.542, -1.244], [-0.278, 0.867, -0.200], [-1.674, 0.707, 1.246], [0.105, -1.988, -0.759], [-0.101, -0.382, -2.672], [-0.421, 1.799, -0.633], [1.268, -0.386, 2.843], [1.194, -0.074, 1.420]]
}

=====

{
  "formula": "CH4BrN2",
  "method": "ωB97M-V/def2-TZVPD",
  "charge": 1,
  "de_lowest_kj_mol": 365.5,
  "gap_ev": [9.32, 9.32],
  "symbols": ["C", "N", "N", "Br", "H", "H", "H", "H"],
  "xyz": [[-1.335, -0.099, -1.121], [1.374, 0.073, 0.956], [-1.933, -0.002, -0.109], [1.141, 0.069, -0.918], [-1.474, -0.129, -2.171], [1.904, 0.836, 1.366], [-1.440, 0.046, 0.821], [1.764, -0.794, 1.175]]
}

=====

{
  "formula": "CH4BrN2",
  "method": "ωB97M-V/def2-TZVPD",
  "charge": 1,
  "de_lowest_kj_mol": 490.6,
  "gap_ev": [7.50, 7.51],
  "symbols": ["C", "N", "N", "Br", "H", "H", "H", "H"],
  "xyz": [[0.216, 0.023, -0.468], [-0.188, 0.914, 0.397], [0.007, -1.278, -0.313], [-1.636, 0.797, 1.449], [0.899, 0.420, -1.332], [0.544, 2.547, 0.604], [0.649, -1.812, -0.860], [-0.491, -1.610, 0.524]]
}

=====

{
  "formula": "CH4BrNO",
  "method": "ωB97M-V/def2-TZVPD",
  "de_lowest_kj_mol": 227.2,
  "gap_ev": 9.12,
  "symbols": ["C", "N", "O", "Br", "H", "H", "H", "H"],
  "xyz": [[-0.934, 0.454, 0.293], [0.836, -0.497, -0.697], [-0.277, -0.787, 0.103], [2.383, 0.223, 0.358], [-1.320, 0.656, -0.750], [-0.319, 1.269, 0.712], [-1.655, 0.334, 1.233], [1.285, -1.653, -1.252]]
}

=====

{
  "formula": "CH4BrNO",
  "method": "ωB97M-V/def2-TZVPD",
  "de_lowest_kj_mol": 366.7,
  "gap_ev": [7.08, 7.08],
  "symbols": ["C", "N", "O", "Br", "H", "H", "H", "H"],
  "xyz": [[0.826, -0.087, 0.865], [-1.410, -0.448, -1.493], [1.040, -0.705, -0.234], [-1.651, 0.952, -0.553], [-0.198, 0.535, 0.741], [1.492, 0.766, 1.113], [0.576, -0.702, 1.753], [-0.675, -0.313, -2.192]]
}

=====

{
  "formula": "CH4BrO",
  "method": "ωB97M-V/def2-TZVPD",
  "multiplicity": 2,
  "de_lowest_kj_mol": 9.5,
  "gap_ev": [11.21, 6.14],
  "symbols": ["H", "Br", "C", "O", "H", "H", "H"],
  "xyz": [[-0.299, -0.551, -0.812], [-0.963, -1.644, -2.697], [0.271, 0.499, 0.736], [-0.087, -0.710, 0.114], [0.513, 0.306, 1.802], [1.143, 0.909, 0.208], [-0.577, 1.191, 0.650]]
}

=====

{
  "formula": "CH4BrO3P",
  "method": "ωB97M-V/def2-TZVPD",
  "de_lowest_kj_mol": 89.3,
  "smiles": "O=PO.OCBr",
  "gap_ev": 10.18,
  "symbols": ["O", "P", "O", "H", "O", "C", "Br", "H", "H", "H"],
  "xyz": [[1.532, -1.288, -1.066], [1.129, -1.228, 0.340], [2.157, -0.178, 0.969], [2.778, 0.237, 0.249], [-0.188, 0.707, 0.399], [-1.386, 0.527, -0.436], [-2.079, -1.277, -0.339], [-0.451, 0.660, 1.288], [-1.288, 0.756, -1.455], [-2.205, 1.085, 0.050]]
}